# C45H48CdN10P2STe

A molecular structure, C45H48CdN10P2STe (ωB97M-V/def2-TZVPD, the OMol25 dataset).

Last column: Löwdin charge in e.
CARTESIAN COORDINATES (ANGSTROEM)
Cd  -1.21  -0.01  0.85  1.176
N  -5.10  -1.94  2.43  0.059
C  -4.04  -1.11  2.29  -0.929
S  -3.94  -0.21  0.81  0.458
N  -3.23  -1.08  3.33  -0.039
N  -2.10  -0.36  3.12  -0.129
C  -1.45  0.04  4.14  -0.111
C  -0.24  0.85  3.94  -0.279
C  0.46  1.37  5.02  -0.022
C  1.54  2.19  4.78  -0.055
C  1.90  2.48  3.47  -0.042
C  1.15  1.89  2.46  -0.165
N  0.12  1.09  2.68  0.029
H  -5.86  -1.86  1.77  0.069
H  -5.28  -2.33  3.34  0.091
H  -1.81  -0.17  5.15  0.121
H  0.14  1.13  6.03  0.111
H  2.10  2.62  5.60  0.109
H  2.73  3.12  3.23  0.106
H  1.40  2.06  1.41  0.073
Te  2.84  0.97  -2.84  1.260
C  3.34  -0.81  -3.88  -0.559
C  4.49  -1.52  -3.55  -0.140
C  4.73  -2.73  -4.18  -0.158
N  3.92  -3.26  -5.10  0.055
C  2.84  -2.56  -5.43  -0.153
C  2.52  -1.33  -4.87  -0.132
C  1.51  0.28  -1.37  -1.063
P  1.84  -0.54  0.15  0.848
C  2.04  -2.36  -0.06  -0.390
C  1.96  -3.16  1.09  -0.148
C  2.02  -4.54  1.00  -0.097
C  2.15  -5.15  -0.24  -0.089
C  2.22  -4.38  -1.38  -0.071
C  2.17  -2.99  -1.29  -0.096
C  3.55  -0.03  0.59  -0.373
C  3.87  1.33  0.55  -0.175
C  5.13  1.78  0.91  -0.090
C  6.10  0.88  1.32  -0.096
C  5.80  -0.47  1.36  -0.087
C  4.54  -0.92  1.00  -0.083
P  -0.19  0.47  -1.63  0.783
C  -0.62  2.22  -1.99  -0.400
C  0.26  3.24  -1.66  -0.135
C  -0.11  4.58  -1.76  -0.083
C  -1.39  4.91  -2.20  -0.092
C  -2.28  3.90  -2.54  -0.092
C  -1.91  2.57  -2.42  -0.138
C  -0.63  -0.37  -3.21  -0.354
C  -0.47  -1.76  -3.22  -0.137
C  -0.75  -2.51  -4.35  -0.085
C  -1.19  -1.88  -5.51  -0.092
C  -1.32  -0.50  -5.52  -0.083
C  -1.05  0.25  -4.38  -0.094
H  5.17  -1.15  -2.79  0.091
H  5.61  -3.32  -3.92  0.102
H  2.20  -3.00  -6.19  0.102
H  1.62  -0.81  -5.18  0.082
H  1.85  -2.68  2.06  0.100
H  1.96  -5.14  1.90  0.099
H  2.18  -6.23  -0.31  0.100
H  2.32  -4.84  -2.36  0.104
H  2.21  -2.40  -2.19  0.072
H  3.14  2.04  0.18  0.065
H  5.36  2.84  0.85  0.102
H  7.09  1.23  1.60  0.099
H  6.55  -1.19  1.66  0.101
H  4.32  -1.98  1.02  0.092
H  1.25  2.98  -1.29  0.056
H  0.59  5.36  -1.50  0.105
H  -1.68  5.95  -2.29  0.103
H  -3.28  4.15  -2.88  0.107
H  -2.62  1.79  -2.66  0.113
H  -0.08  -2.26  -2.34  0.067
H  -0.61  -3.58  -4.33  0.108
H  -1.41  -2.46  -6.40  0.102
H  -1.64  0.01  -6.43  0.104
H  -1.14  1.33  -4.43  0.095
C  -3.98  3.93  3.45  -0.047
C  -3.32  3.92  2.07  -0.634
C  -4.39  3.85  0.98  -0.044
C  -2.45  5.16  1.90  -0.043
N  -2.45  2.72  2.08  -0.073
N  -1.83  2.42  0.84  -0.050
H  -4.60  4.82  3.57  0.084
H  -3.23  3.91  4.23  0.082
H  -4.63  3.05  3.57  0.085
H  -5.11  4.67  1.11  0.086
H  -4.94  2.91  1.03  0.070
H  -3.96  3.96  -0.02  0.061
H  -3.07  6.06  1.95  0.086
H  -1.95  5.16  0.93  0.062
H  -1.70  5.21  2.69  0.084
H  -3.03  1.91  2.30  0.036
H  -1.07  3.07  0.68  0.064
H  -2.48  2.52  0.06  0.037
N  -1.37  -5.32  3.06  0.137
C  -1.45  -4.55  1.93  -0.378
C  -1.22  -3.17  1.98  -0.108
N  -1.33  -2.42  0.91  -0.012
C  -1.69  -3.01  -0.24  -0.158
C  -1.89  -4.37  -0.28  -0.103
N  -1.78  -5.15  0.79  0.135
H  -0.94  -4.95  3.89  0.093
H  -1.36  -6.32  2.92  0.097
H  -0.94  -2.69  2.91  0.103
H  -1.83  -2.38  -1.10  0.073
H  -2.16  -4.86  -1.21  0.110

The value obtained for the total energy is -3807.81656 Eh.